Record 1
The following is a quantum chemistry calculation of C2H2BrClN2O3 in the gas phase, from the Open Molecules 2025 dataset.

total energy: -93789.390 eV
HOMO-LUMO gap: 8.5 eV
multiplicity: 1
energy above the lowest of the compared OMol25 structures with the same formula, charge and spin: 25.8 kcal per mole
total charge: 0
SMILES: NC(=O)[C@](Cl)(Br)[N+](=O)[O-]
highest occupied orbital energy: -10.92 eV

```
11
Properties=species:S:1:pos:R:3:mulliken_charge:R:1
N -1.55282 0.48010 0.20038 -0.3289
C -0.35230 1.01803 0.34424 0.5723
O -0.09053 2.09568 0.69931 -0.5061
C 0.79104 0.09705 -0.02133 0.0675
Cl 0.57807 -1.08130 1.80029 -0.1417
Br 2.54683 0.96606 -0.08039 0.0314
N 0.70314 -1.16758 -0.74754 0.9138
O -0.35762 -1.54626 -1.25810 -0.5916
O 1.80993 -1.65508 -1.00126 -0.4943
H -1.81798 -0.36417 -0.34276 0.2350
H -2.25776 1.15747 0.40715 0.2426
```

***

Record 2
The following is a quantum chemistry calculation of a molecular structure, C34H58BeN2O4Si, from the Open Molecules 2025 dataset.

total energy: -55652.180 eV
HOMO-LUMO gap: 8.8 eV
multiplicity: 1
energy above the lowest of the compared OMol25 structures with the same formula, charge and spin: 13.7 kcal per mole
total charge: 0
highest occupied orbital energy: -8.25 eV

```
100
Properties=species:S:1:pos:R:3:mulliken_charge:R:1
O 0.87952 -2.69276 -1.91352 -0.0186
O -1.71164 -2.19044 -5.73195 -0.3373
C 2.12378 -2.75213 -2.64234 0.1457
C 3.05881 -3.53838 -1.74877 -1.1139
H 2.47034 -1.72028 -2.79707 -0.1714
H 1.98094 -3.22810 -3.62653 0.4452
H 3.01124 -3.08783 -0.75372 0.1115
H 4.10450 -3.56596 -2.06776 0.4123
H 2.69942 -4.56486 -1.68284 0.2999
C -0.13994 -3.62882 -2.22316 0.0879
C -0.07841 -4.46253 -3.49771 -1.5372
H -1.04059 -3.00281 -2.22681 -0.0482
H -0.18220 -4.30953 -1.35411 0.3169
H -0.31372 -3.88702 -4.40116 0.2293
H -0.87826 -5.20114 -3.40586 0.4434
H 0.84128 -5.03451 -3.61655 0.4829
C -2.79213 -1.73301 -4.95531 0.3167
C -1.06289 -1.18011 -6.49172 0.2714
C -3.51323 -2.92165 -4.33473 -1.1869
H -3.53404 -1.13773 -5.54319 0.3816
H -2.34480 -1.08556 -4.18181 -0.2039
H -3.75869 -3.67581 -5.09592 0.3310
H -4.43727 -2.58121 -3.86340 0.4014
H -2.87968 -3.38167 -3.56946 0.1368
C -0.77136 -1.70548 -7.89102 -1.3904
H -0.13148 -0.97162 -5.95137 -0.1268
H -1.65977 -0.25727 -6.56216 0.3785
H -0.13792 -2.59881 -7.83066 0.3087
H -0.26220 -0.96667 -8.49995 0.4129
H -1.71097 -1.96990 -8.39709 0.3022
H -0.14865 1.54980 -1.53318 -1.1723
N 1.53172 1.12533 1.05511 2.1588
C 1.51396 2.43719 1.34947 0.9155
C 0.33798 3.16542 1.19865 -1.5748
C -0.93436 2.64948 0.98983 1.5178
C 2.75637 3.10087 1.86868 -1.6099
H 3.60290 2.97972 1.17716 0.2430
H 3.02840 2.69041 2.85624 0.2312
H 2.54471 4.17298 1.98536 0.5024
C -2.10154 3.59686 0.98424 -1.7964
H -2.60184 3.60734 1.96858 0.2357
H -2.82976 3.35082 0.20097 0.2478
H -1.71474 4.61071 0.80039 0.5068
N -1.16625 1.31994 0.91554 2.5463
C 2.68596 0.29413 1.21529 -0.0869
C 3.65029 0.16314 0.19301 0.9246
C 3.65602 1.01302 -1.04270 -0.5855
C 4.63054 -0.81774 0.33844 -0.8421
H 5.37263 -0.93805 -0.45657 0.4693
C 4.66932 -1.62227 1.48080 -0.8836
H 5.42916 -2.39597 1.56060 0.4087
C 3.74999 -1.42871 2.52056 -1.0856
H 3.78808 -2.02593 3.43223 0.4681
C 2.75738 -0.46254 2.39490 1.4265
C 1.77214 -0.21596 3.50170 -1.4198
C -2.46742 0.78071 1.19434 -0.7766
C -3.37162 0.43066 0.17017 0.3172
C -3.10666 0.70569 -1.27730 -0.0882
C -4.58074 -0.16487 0.53368 -1.1170
H -5.27094 -0.48057 -0.25053 0.4621
C -4.89804 -0.37680 1.87969 -0.9631
H -5.82816 -0.87145 2.14153 0.3925
C -4.02389 0.05726 2.88285 -1.1302
H -4.26189 -0.07926 3.93711 0.4163
C -2.79933 0.62986 2.54856 1.7519
C -1.85870 1.11157 3.60667 -1.3396
Be 0.11542 0.28658 0.98117 -3.5371
H 3.46261 0.40782 -1.94411 0.2507
H 4.65376 1.45734 -1.19445 0.5449
H 2.93107 1.83078 -1.00998 -1.0051
H 1.55644 0.85882 3.60858 0.1967
H 2.19014 -0.56570 4.45514 0.5852
H 0.82126 -0.75479 3.34493 0.2121
H -3.71151 0.04307 -1.91414 0.3550
H -2.06192 0.52091 -1.52044 -0.8285
H -3.34759 1.73904 -1.57547 0.3609
H -0.84982 0.69515 3.47759 0.1331
H -2.21659 0.79325 4.59184 0.4757
H -1.77264 2.20869 3.61004 0.2112
H 0.41778 4.25003 1.30264 0.2459
C 0.22713 0.81889 -2.27610 2.6268
Si 0.45758 2.18330 -3.46622 0.0274
H 1.13418 0.30723 -1.88444 -1.2567
H -0.61638 0.12636 -2.47429 -0.0626
C 1.70289 1.58854 -4.67482 -0.7983
C 1.02676 3.54627 -2.26524 -0.9844
C -1.36298 2.39995 -3.85975 -0.9253
H -1.86306 1.44128 -4.07464 0.1532
H -1.35932 3.03649 -4.75361 0.4502
H -1.91530 2.88425 -3.03610 0.1733
H 2.55144 1.11805 -4.15188 0.2485
H 2.01961 2.49292 -5.21453 0.3857
H 1.22877 0.84309 -5.32969 0.1278
H 1.87966 3.26739 -1.61771 0.2137
H 0.20533 3.88791 -1.60250 0.1121
H 1.33183 4.34670 -2.96303 0.4995
O -1.07266 -1.84316 2.15327 -0.5297
C -0.63611 -2.00360 1.00687 -0.0918
O 0.11936 -1.11255 0.39713 1.5725
H -0.89104 -2.90118 0.41007 0.1050
```

***

Record 3
The following is a quantum chemistry calculation of C22H25N3O2 in the gas phase, from the Open Molecules 2025 dataset.

total energy: -31771.562 eV
HOMO-LUMO gap: 8.0 eV
multiplicity: 1
energy above the lowest of the compared OMol25 structures with the same formula, charge and spin: 361.4 kcal per mole
total charge: 0
SMILES: CCCCOc1ccc(/C=C/C(=O)NCCc2nc3ccccc3[nH]2)cc1
highest occupied orbital energy: -7.96 eV

```
52
Properties=species:S:1:pos:R:3:mulliken_charge:R:1
C -8.58903 1.25599 2.09792 -1.0806
C -8.14873 0.29131 0.87247 -0.3409
C -7.45702 1.11285 -0.30903 -0.9944
C -7.17304 0.01925 -1.42661 -0.5935
O -6.27888 -1.10809 -1.12943 -0.3693
C -5.05425 -0.69579 -0.75267 0.8854
C -4.28472 -1.75448 -0.11351 -1.2515
C -2.87200 -1.41153 -0.19934 -0.2305
C -2.29792 -0.18381 -0.48239 1.0933
C -0.81501 0.13873 -0.15775 -1.0930
C 0.09024 -0.81134 0.12629 -0.6996
C 1.42759 -0.38725 0.50846 0.9214
O 1.92250 0.60897 0.17460 -0.6051
N 2.30981 -1.36682 0.93436 -0.1635
C 3.73144 -1.00944 1.07086 -1.1236
C 4.48697 -1.21338 -0.31960 -0.3988
C 5.80760 -0.72869 -0.15685 0.2993
N 6.95994 -1.30054 -0.43996 -0.7594
C 8.06948 -0.53277 -0.18355 0.5829
C 9.36873 -0.92396 -0.05601 -1.2278
C 10.19452 0.54677 -0.09155 -0.4670
C 9.54104 1.63171 -0.06944 -0.3345
C 8.29473 1.83541 -0.23021 -0.6189
C 7.46336 0.86115 -0.34647 0.5882
N 6.06507 0.54553 -0.52049 -0.1121
C -3.01777 0.75358 -0.91865 -0.4408
C -4.46759 0.81299 -1.09857 -0.7750
H -9.26199 0.79026 2.87392 0.3192
H -7.71065 1.76800 2.35664 0.3553
H -9.28137 2.08637 1.61434 0.2369
H -7.50990 -0.63429 1.28087 0.1973
H -9.18963 -0.08150 0.40938 0.2352
H -6.56594 1.46178 0.07878 0.5828
H -8.20159 1.66938 -0.65625 0.6635
H -8.15593 -0.66245 -1.68435 0.3665
H -6.94967 0.65594 -2.34442 0.2840
H -4.76121 -2.61250 -0.01291 0.5605
H -2.39947 -2.16497 0.57061 0.0815
H -0.41873 0.97244 -0.28876 0.7803
H -0.23736 -1.68593 0.62930 0.1708
H 2.13645 -2.15961 0.85878 0.0311
H 3.81976 -0.00447 1.12395 0.5607
H 4.07004 -1.57284 1.90564 0.4116
H 4.54191 -2.37874 -0.30389 0.2291
H 3.91453 -0.79664 -1.16143 0.3613
H 9.79865 -1.72395 -0.13240 0.7366
H 11.26999 0.47861 0.06911 0.3609
H 10.25357 2.45194 -0.17659 0.2715
H 7.82336 2.73945 -0.41740 0.4140
H 5.42417 1.32403 -0.47478 0.2401
H -2.59241 1.57161 -1.27181 0.5100
H -5.09361 1.52175 -1.62919 0.3486
```

***

Record 4
The following is a quantum chemistry calculation of 4 unconnected molecules or ions with the total composition C2H12NO3S, from the Open Molecules 2025 dataset.

total energy: -20734.773 eV
HOMO-LUMO gap (alpha / beta): 10.5 / 7.1 eV
multiplicity: 2
energy above the lowest of the compared OMol25 structures with the same formula, charge and spin: 4.0 kcal per mole
total charge: 0
highest occupied orbital energy (alpha / beta): -10.20 / -9.85 eV

```
19
Properties=species:S:1:pos:R:3:mulliken_charge:R:1
C -0.86600 0.43726 1.94056 -0.1394
C -1.55020 -0.59922 1.03588 -0.6561
S -0.77248 -0.84958 -0.60786 -0.1588
N -0.09290 1.53750 1.28323 -0.5596
H -0.21353 0.00467 2.69342 0.3407
H -1.67532 0.95296 2.46149 0.0503
H -2.59963 -0.37636 0.86350 0.3455
H -1.44017 -1.61145 1.42987 0.3123
H -0.16409 1.40776 0.27685 0.2035
H 0.87898 1.31267 1.46409 0.2382
H 1.47335 -0.06605 -2.78454 0.3129
H 0.03518 -0.26111 -3.20549 0.2996
O 0.89074 0.02179 -3.54912 -0.6015
H 2.45250 -4.43425 -4.10434 0.3161
H 3.24870 -3.11784 -4.02199 0.3213
O 3.33287 -4.06104 -4.19065 -0.6369
H -1.62228 3.01773 3.39114 0.2944
H -0.53294 3.19767 2.36198 0.4011
O -0.78280 3.48690 3.26196 -0.6838
```

***

Record 5
The following is a quantum chemistry calculation of a molecular structure, C5H5N4O4, from the Open Molecules 2025 dataset.

total energy: -19405.905 eV
HOMO-LUMO gap: 8.1 eV
multiplicity: 1
total charge: +1
highest occupied orbital energy: -13.33 eV

```
18
Properties=species:S:1:pos:R:3:mulliken_charge:R:1
C 1.42127 0.49416 -1.91569 -0.1951
C -0.13485 -1.24992 0.51494 0.4625
C -0.85870 -0.54563 -1.84965 0.3686
C 0.13412 1.50483 -0.01564 0.4589
C -0.16046 -0.42977 1.80938 0.5474
N 0.44036 -0.25727 -2.38407 0.0412
N -0.93532 -0.65413 -0.47136 -0.1970
N -0.03363 0.82287 1.69174 -0.2588
N 1.24239 1.06762 -0.72787 -0.0356
O 0.72808 -2.10821 0.39115 -0.4380
O -1.77532 -0.82293 -2.51322 -0.4046
O -0.79829 2.21915 -0.15874 -0.3000
O -0.23041 -1.04804 2.95775 -0.3488
H 0.63840 -0.63418 -3.25273 0.2090
H -1.82758 -0.53233 -0.07854 0.2382
H 0.11892 1.39652 2.50415 0.1903
H 2.14929 1.24173 -0.15996 0.3306
H -0.11829 -0.46448 3.65836 0.3312
```